(1)
C24H41BeIN2O4Si as an isolated structure. Source: the OMol25 dataset; level of theory: the ωB97M-V functional and the def2-TZVPD basis.

## Properties
F_max: 0.0590 hartree/bohr
LUMO level: -0.8 eV
ΔE to the lowest compared entry with this formula, charge and spin: 13.0 kcal per mole
HOMO energy: -6.9 eV

```
! wB97M-V def2-TZVPD RIJCOSX def2/J DEFGRID3
* xyz 0 1
H -4.87 -2.97 1.94
H -0.72 -3.50 -4.28
O -1.85 0.37 3.36
H -0.41 -1.03 -4.79
O -3.85 -0.57 2.00
H -4.25 1.95 3.99
C -2.03 0.01 5.77
H -6.58 -2.51 2.04
H -3.23 5.26 2.44
C -0.65 -2.76 -3.49
C -3.06 3.12 2.61
C -5.58 -2.18 1.71
C 0.19 0.05 4.64
C -0.37 0.98 -2.86
H 0.15 3.64 -4.90
C -0.48 -1.41 -3.78
H -4.10 4.38 1.16
H 0.45 -1.49 1.63
I 2.91 -1.33 0.51
H -1.60 -0.49 6.66
H -4.94 -0.14 4.44
N -0.52 1.62 -1.66
C -0.43 -0.48 -2.73
H -6.26 -1.30 4.25
H -3.09 -0.27 5.70
H -1.90 3.98 4.19
C -0.10 3.71 -2.75
Si -2.55 0.44 1.90
C -0.34 2.95 -1.60
C -0.72 -3.15 -2.15
C -0.03 3.07 -3.99
C -6.15 0.23 1.96
C -4.27 2.93 3.50
C -0.65 -2.17 -1.15
C -5.24 -1.06 3.92
C -5.21 -0.87 2.41
H -0.39 3.40 -0.61
C -0.18 1.68 -4.05
H -2.47 -2.16 4.11
H -0.11 1.11 -4.98
H -1.95 1.10 5.93
C -3.19 4.39 1.77
H 0.02 4.79 -2.65
H 1.25 -3.09 1.61
H -5.62 -2.04 0.63
H -0.85 -2.19 3.33
C -1.79 3.18 3.44
N -0.47 -0.88 -1.44
C -1.25 -0.42 4.54
H 0.07 2.03 1.28
C 1.38 -2.02 1.83
H -4.59 -1.89 4.23
H 0.78 -0.22 3.75
H 0.65 -0.42 5.53
C -1.41 -1.90 4.23
H -0.85 -4.18 -1.85
H -1.62 2.25 3.98
O -1.69 -0.09 0.64
H -2.32 4.51 1.10
H 1.71 -1.89 2.85
H -5.20 3.06 2.94
H 0.70 0.49 1.81
H -4.26 3.69 4.30
H -7.17 0.01 2.30
H -6.17 0.31 0.87
H -1.01 -2.48 5.09
C 0.56 1.11 0.91
H 0.24 1.14 4.78
H -0.92 3.41 2.81
H 1.54 1.36 0.49
H -5.87 1.20 2.39
Be -0.64 0.51 -0.35
O -3.01 2.03 1.62
H -0.74 -2.41 -0.10
*
```

=====

(2)
C24H41CaCsF2I2KLiN4O10S as an isolated structure. Source: the OMol25 dataset; level of theory: the ωB97M-V functional and the def2-TZVPD basis.

## Properties
F_max: 0.2423 hartree/bohr
LUMO level: -2.4 eV
ΔE to the lowest compared entry with this formula, charge and spin: 229.9 kcal per mole
HOMO energy: -4.6 eV

```
! wB97M-V def2-TZVPD RIJCOSX def2/J DEFGRID3
* xyz 0 1
I 0.40 -2.01 0.65
H 6.90 -1.88 2.89
C -0.74 1.46 3.55
H 7.41 -3.19 1.55
H 4.90 3.22 -1.49
O 5.95 2.31 0.19
C 1.52 2.25 0.86
N -0.29 3.30 -0.28
H 3.64 0.99 0.47
H -1.80 4.34 -2.72
K 6.16 -4.41 2.41
O 6.74 0.01 0.68
Cs -3.06 -0.41 -3.59
H 1.84 1.36 1.47
H 4.76 2.32 2.01
H 1.09 -5.32 1.46
H -1.22 5.49 -1.43
H 6.52 2.82 2.15
H 2.08 -4.53 -0.70
H -1.39 6.99 -3.18
N -0.11 -0.52 -2.71
O -2.16 7.31 -2.71
H 0.32 -4.61 -0.70
C -3.23 -0.24 0.39
O -4.37 -5.44 -2.22
C 1.23 -5.21 -0.66
O 0.26 -1.04 -1.64
C -0.27 -0.12 1.47
N 0.09 2.20 0.40
O -1.22 -0.85 -3.19
C -0.82 1.14 0.61
C -4.53 -1.80 1.95
O 2.37 -6.77 0.65
H 8.55 -0.58 1.59
C -7.54 3.52 -4.53
H 5.14 -0.02 2.02
H 8.10 -1.44 -0.01
H 5.78 -2.23 1.41
H -5.05 1.23 -1.61
O -1.23 -5.22 -0.67
C -0.24 0.08 2.88
C -2.75 2.30 -0.67
H -4.34 0.39 2.29
C 6.89 -2.18 1.77
H -2.23 -4.03 -2.02
C 7.70 -1.03 0.97
H -2.84 -1.21 -0.08
H 1.25 -5.84 -1.55
H -0.75 1.40 4.71
Ca -0.81 3.92 2.82
Li -5.14 1.43 1.11
H 3.51 1.24 -1.36
H -2.78 -0.62 2.63
H 4.40 3.75 0.19
H 0.28 -6.60 0.64
C -1.60 3.32 -0.78
I 0.46 -1.44 4.30
H 1.59 3.18 1.55
H -5.20 -1.87 2.87
H -6.67 3.13 -5.06
O 0.60 0.30 -3.29
F -3.69 -2.97 1.79
S -4.45 2.47 -1.39
C -1.97 4.65 -1.62
H -2.63 -6.53 -2.40
H -0.04 2.34 3.29
H -2.97 -4.15 -0.48
C 4.75 2.83 -0.41
C 5.80 2.11 1.61
C 1.25 -6.05 0.64
O 2.30 2.54 -0.30
H -7.54 4.61 -4.59
H -1.85 1.70 3.26
H -5.19 -1.77 1.01
C -2.27 1.01 0.14
H 6.81 0.51 2.80
C -3.28 -5.95 -1.72
C -7.49 3.10 -3.09
C 3.52 1.78 -0.35
F 0.81 4.29 -2.33
N -7.46 2.77 -1.97
C -2.33 -4.72 -1.17
C 6.14 0.54 1.89
H -3.06 4.95 -1.47
H -8.45 3.14 -5.00
C -3.64 -0.44 1.91
H -3.39 -6.64 -0.86
H -4.20 0.00 -0.18
*
```